Below is a cluster of 3 separate species, C20H42O7 in total at a distorted geometry, with properties calculated with ωB97M-V/def2-TZVPD.

```
69
Properties=species:S:1:pos:R:3:forces:R:3
C 1.50638 -1.63279 1.08398 0.0048 0.2910 0.0457
C 2.32641 -0.55194 0.37417 -0.3717 -0.2056 0.1340
C 1.39805 0.58705 -0.01422 -0.0627 0.0911 -0.0297
C 2.01104 1.72142 -0.82141 -0.0540 0.0808 0.3418
C 1.10941 2.96194 -0.86034 0.1669 -0.1927 -0.2899
C -0.32511 2.70864 -1.37706 0.1294 0.3201 0.0579
C -1.45365 2.97714 -0.36176 0.0408 -0.4967 -0.0746
C -1.95972 1.78765 0.48188 -0.3618 0.1678 0.0645
C -3.20154 1.07364 -0.08342 -0.0115 -0.2872 0.3302
C -2.81749 0.14137 -1.20099 0.2994 0.1517 0.0061
C -2.22705 -1.22309 -0.82208 0.3503 0.2563 -0.0116
O -2.67326 -2.05557 -1.89269 0.3173 -0.1332 -0.2462
C -3.36873 -1.29617 -2.76439 -0.4959 -0.1662 -0.7721
O -3.50019 -1.53690 -3.93104 -0.1745 0.0243 1.0282
O -3.87972 -0.21930 -2.10667 0.3628 0.1487 -0.1439
H 0.87487 -1.14624 1.83215 0.0015 -0.1071 0.0776
H 2.12652 -2.36963 1.59267 -0.0020 -0.0961 -0.0870
H 0.84461 -2.13404 0.37498 0.0489 -0.1170 0.0065
H 2.79776 -0.98076 -0.51207 0.1831 0.0945 -0.0012
H 3.09239 -0.18081 1.05681 0.1775 0.0136 -0.1208
H 0.54868 0.15252 -0.54847 -0.0237 0.0407 -0.0968
H 0.98901 1.02227 0.90481 0.0060 -0.0782 0.0810
H 2.26276 1.40574 -1.83596 -0.0135 -0.1127 -0.0352
H 2.94580 1.99837 -0.32510 0.1109 0.0517 -0.1620
H 1.09873 3.41126 0.13563 -0.1445 -0.0027 0.0473
H 1.58279 3.68995 -1.52259 0.0372 0.0975 0.1165
H -0.37616 1.69878 -1.78118 -0.0844 -0.0815 -0.0151
H -0.48981 3.37303 -2.22723 -0.0336 -0.0358 -0.0322
H -2.31644 3.37661 -0.89910 -0.0247 0.1248 0.0561
H -1.10901 3.75402 0.32113 -0.0341 0.1365 -0.0414
H -2.25771 2.16767 1.46071 0.0605 0.0042 0.0325
H -1.17958 1.04944 0.67170 0.1271 0.0552 0.0060
H -3.93555 1.80256 -0.42632 0.0147 0.0310 -0.1203
H -3.66709 0.50284 0.72602 -0.1186 -0.0111 -0.0861
H -2.05951 0.64578 -1.80736 -0.1202 0.0375 -0.1362
H -2.50736 -1.65095 0.13881 -0.3782 0.0955 -0.0094
H -1.14000 -1.15941 -0.86823 0.0385 -0.2103 0.0483
C 1.24940 1.60265 6.80829 -0.0226 0.0093 0.0163
O -0.03128 2.08075 6.44062 0.0384 -0.0521 -0.0384
C -0.05178 2.74488 5.18887 -0.1244 0.0603 0.1466
C -0.60706 1.86179 4.09534 0.1598 -0.0644 -0.1246
O 0.24828 0.75931 3.83325 -0.0195 -0.0328 -0.0094
C -0.17753 -0.45904 4.41750 -0.0038 0.0523 -0.0147
H 1.12116 0.97391 7.68742 -0.0193 0.0204 0.0164
H 1.70321 1.01064 6.00960 0.0147 0.0087 -0.0021
H 1.91633 2.43300 7.06390 0.0251 -0.0100 -0.0267
H 0.95191 3.08650 4.91778 0.0178 -0.0077 -0.0232
H -0.69312 3.62581 5.29253 0.0110 0.0047 -0.0140
H -0.67917 2.44486 3.17153 -0.0151 0.0099 0.0178
H -1.61145 1.51767 4.36239 -0.0069 -0.0092 0.0152
H -1.05336 -0.85838 3.89300 -0.0189 0.0043 0.0320
H -0.41764 -0.33854 5.47655 -0.0143 0.0152 -0.0081
H 0.64274 -1.16764 4.31801 -0.0007 -0.0075 -0.0262
C 0.29707 -1.13035 -4.40655 0.0070 0.0200 0.0374
O 0.43620 -1.89122 -3.21831 -0.0159 0.0146 0.0086
C -0.14864 -3.18744 -3.30349 0.0495 0.0860 0.1533
C 0.88724 -4.26252 -3.53213 0.0193 -0.0427 -0.1344
O 1.50170 -4.14813 -4.80630 0.0246 0.0561 0.0271
C 2.78448 -3.55510 -4.76326 -0.0242 -0.0138 -0.0205
H 0.91111 -0.23700 -4.29354 -0.0102 -0.0001 0.0284
H 0.63954 -1.68855 -5.28101 -0.0123 0.0019 -0.0128
H -0.74504 -0.83147 -4.55968 -0.0153 -0.0335 -0.0426
H -0.90695 -3.21384 -4.09026 -0.0203 0.0090 -0.0093
H -0.65181 -3.37142 -2.35241 -0.0118 -0.0960 -0.0263
H 0.39587 -5.23940 -3.49012 -0.0056 0.0126 0.0154
H 1.64299 -4.22846 -2.74030 0.0084 0.0051 0.0198
H 3.51232 -4.23168 -4.30145 0.0097 0.0278 0.0295
H 2.77368 -2.61050 -4.21286 0.0149 -0.0012 0.0120
H 3.08912 -3.36315 -5.79063 -0.0066 -0.0274 -0.0113
```
Forces are in eV/Å.

Values from the calculation:
Net charge: 0
Lowest unoccupied orbital energy (eV): 0.67
Largest force on an atom (eV/Å): 1.04
SMILES: CCCCCCCCC[C@H]1COC(=O)O1.COCCOC.COCCOC
Molecular weight (g mol⁻¹): 394.55

Results of the Löwdin charge analysis, in e, for atoms 1 through 8: atom 1 (C): -0.10, atom 2 (C): -0.25, atom 3 (C): -0.24, atom 4 (C): -0.20, atom 5 (C): -0.20, atom 6 (C): -0.19, atom 7 (C): -0.17, atom 8 (C): -0.18